The following is a quantum chemistry calculation of a molecular structure, C3H3FOS in a non-equilibrium geometry, from OMol25.

HOMO energy	-8.715	eV
strongest force on any atom	4.964	eV Å⁻¹
E	-18755.8726	eV

```
! wB97M-V def2-TZVPD RIJCOSX def2/J DEFGRID3
* xyz 0 1
S 2.444 -0.140 0.005
F -1.873 -1.156 -0.111
O 0.060 0.903 -0.139
C -2.278 0.071 0.107
C 0.668 -0.313 0.111
C -1.371 1.009 0.023
H -3.338 0.284 0.185
H -1.494 2.011 0.123
H -0.022 -1.465 0.284
*
```

natural (NBO) population analysis, charges in e, atoms 1 to 5: -0.1142 -0.3172 -0.4906 0.1561 0.0505